Molecular formula: C25H34F24NO6
Method: DFT, the ωB97M-V functional and the def2-TZVPD basis

For the HOMO energy, the calculation gives -12.8 eV. The max |F| comes out at 0.0385 Eh/bohr.

Structure (ORCA input):
```
! wB97M-V def2-TZVPD RIJCOSX def2/J DEFGRID3
* xyz 1 1
C -2.580 -3.310 -1.950
C -3.793 -2.820 -2.710
O -4.052 -3.162 -3.808
O -4.515 -1.898 -2.045
C -5.061 -0.855 -2.872
C -3.971 0.088 -3.375
C -3.457 1.101 -2.331
C -3.311 0.591 -0.882
C -2.206 1.299 -0.066
C -0.901 0.512 0.110
N 0.152 0.890 -0.915
C 0.561 -0.173 -1.906
C 2.076 -0.150 -2.101
O 2.508 1.043 -2.734
H -2.786 -4.278 -1.478
H -2.286 -2.609 -1.159
H -1.767 -3.429 -2.675
H -5.771 -0.306 -2.238
H -5.623 -1.306 -3.698
H -3.141 -0.485 -3.811
H -4.407 0.664 -4.206
H -2.479 1.484 -2.682
H -4.122 1.979 -2.326
H -3.125 -0.491 -0.880
H -4.257 0.766 -0.356
H -1.973 2.274 -0.531
H -2.584 1.546 0.934
H -1.043 -0.573 0.051
H -0.461 0.717 1.092
H -0.167 1.717 -1.418
H 1.000 1.179 -0.421
H 0.232 -1.152 -1.539
H 0.043 0.040 -2.848
H 2.576 -0.162 -1.120
H 2.400 -1.051 -2.635
H 2.155 1.083 -3.628
C 0.457 -6.057 -0.662
C 1.121 -4.690 -0.846
C 2.552 -4.644 -1.395
F 3.414 -5.233 -0.553
F 2.905 -3.338 -1.513
F 1.038 -3.953 0.282
F 0.390 -4.005 -1.794
O 0.462 -6.566 0.648
C 1.486 -7.342 1.117
C 2.166 -6.693 2.333
F 2.621 -5.462 2.006
F 3.212 -7.454 2.699
F 2.373 -7.634 0.156
F 0.954 -8.501 1.552
H -0.597 -5.885 -0.884
H 0.826 -6.775 -1.396
H 2.608 -5.113 -2.380
H 1.457 -6.609 3.158
C -1.844 7.529 -0.670
C -1.105 8.367 0.381
C 0.265 7.865 0.849
F 0.151 6.651 1.434
F 0.758 8.729 1.755
F -1.902 8.594 1.439
F -0.844 9.561 -0.226
O -2.859 6.664 -0.187
C -2.634 5.392 0.202
C -2.998 5.171 1.679
F -2.282 5.979 2.473
F -2.699 3.884 1.994
F -1.379 4.969 -0.063
F -3.465 4.580 -0.510
H -2.385 8.257 -1.272
H -1.147 7.015 -1.332
H 0.957 7.797 0.006
H -4.064 5.346 1.833
C 2.642 -0.412 3.925
C 4.030 -0.268 4.562
C 4.855 0.971 4.193
F 5.112 0.988 2.868
F 6.024 0.923 4.856
F 4.751 -1.384 4.357
F 3.801 -0.145 5.902
O 2.551 -1.273 2.802
C 2.728 -0.852 1.532
C 3.908 -1.549 0.838
F 5.046 -1.321 1.507
F 4.020 -1.020 -0.406
F 2.809 0.488 1.424
F 1.619 -1.223 0.815
H 2.043 -0.909 4.687
H 2.188 0.562 3.738
H 4.322 1.884 4.472
H 3.722 -2.623 0.770
*
```


Molecular formula: C25H34F3NO4
Method: DFT, the ωB97M-V functional and the def2-TZVPD basis

For the HOMO energy, the calculation gives -8.9 eV. The value obtained for the energy above the lowest of the compared OMol25 structures with the same formula, charge and spin is 0.185 eV. The structure (SMILES) is CCO[C@H]1OC(C(=O)N2CCCCCCC2)=C[C@@H](c2ccc(C(F)(F)F)cc2)[C@@H]1CCCO. The max |F| comes out at 0.0174 Eh/bohr.

Structure (ORCA input):
```
! wB97M-V def2-TZVPD RIJCOSX def2/J DEFGRID3
* xyz 0 1
C -0.852 -0.615 -4.336
C -0.618 0.299 -3.137
O -0.779 -0.363 -1.890
C 0.289 -1.152 -1.472
O 1.484 -0.411 -1.342
C 1.548 0.412 -0.242
C 2.540 1.541 -0.351
O 2.143 2.685 -0.198
N 3.826 1.233 -0.607
C 4.323 -0.125 -0.656
C 4.379 -0.804 0.719
C 5.325 -0.164 1.737
C 4.924 1.261 2.148
C 5.788 2.367 1.534
C 6.026 2.264 0.029
C 4.760 2.324 -0.822
C 0.741 0.308 0.809
C -0.330 -0.732 0.916
C -1.715 -0.129 0.807
C -2.812 -0.898 1.181
C -4.096 -0.400 1.073
C -4.290 0.886 0.585
C -5.681 1.437 0.491
F -6.086 2.002 1.649
F -5.810 2.389 -0.447
F -6.598 0.498 0.203
C -3.203 1.669 0.224
C -1.923 1.160 0.336
C -0.124 -1.824 -0.155
C 0.922 -2.864 0.266
C 0.733 -4.219 -0.420
C -0.413 -5.021 0.206
O -0.218 -5.266 1.578
H -0.838 -0.024 -5.247
H -0.079 -1.377 -4.407
H -1.818 -1.104 -4.244
H -1.369 1.092 -3.117
H 0.378 0.756 -3.191
H 0.544 -1.912 -2.231
H 5.318 -0.101 -1.101
H 3.681 -0.719 -1.312
H 3.372 -0.815 1.143
H 4.687 -1.841 0.559
H 6.346 -0.171 1.353
H 5.318 -0.804 2.623
H 5.006 1.357 3.233
H 3.877 1.431 1.898
H 5.316 3.327 1.753
H 6.765 2.360 2.024
H 6.587 1.355 -0.195
H 6.653 3.105 -0.275
H 4.211 3.243 -0.606
H 5.048 2.331 -1.882
H 0.839 1.015 1.617
H -0.264 -1.209 1.902
H -2.661 -1.897 1.564
H -4.944 -1.002 1.361
H -3.361 2.670 -0.149
H -1.081 1.769 0.048
H -1.081 -2.315 -0.341
H 0.856 -3.027 1.344
H 1.919 -2.478 0.046
H 0.532 -4.090 -1.484
H 1.656 -4.797 -0.322
H -0.538 -5.967 -0.341
H -1.350 -4.465 0.143
H 0.598 -5.765 1.691
*
```


Question: Which value of max |F| does entry 1 give?
Answer: 0.0385 Eh/bohr